Formula: C29H45N7O9
Source: OMol25
Level of theory: the ωB97M-V functional and the def2-TZVPD basis

Results
Gap between HOMO and LUMO in eV: 7.967
Charge: 0
E_tot in eV: -59660.1718
2S+1: 1

Structure (XYZ):
```
90
Properties=species:S:1:pos:R:3:forces:R:3:mulliken_charge:R:1
C 2.76278 -2.48380 1.28788 0.2 -0.1 -0.4 -1.622
C 1.74534 -1.72171 0.48937 -0.2 0.0 -0.3 0.880
O 1.89237 -1.49480 -0.69555 0.0 0.0 0.1 -0.567
N 0.59946 -1.25524 1.13839 1.0 0.4 0.6 1.390
C 0.56982 -1.26188 2.61282 -1.1 -0.1 0.1 -1.392
C 0.05337 -0.07223 0.56527 -0.4 -0.2 -0.1 -0.418
C 0.76204 1.14693 0.53976 0.3 0.0 0.3 0.414
C 2.16947 1.30375 1.03761 0.2 0.0 -0.6 -0.578
C 3.19044 1.34065 -0.12569 0.2 0.2 0.2 -0.783
C 3.48465 2.76197 -0.65995 0.0 -0.3 -0.3 -0.948
C 4.81087 3.27217 -0.14681 0.3 0.2 -0.1 0.406
O 5.85897 3.04984 -0.68752 -0.3 0.1 0.3 -0.548
O 4.77498 4.01361 0.99544 0.1 -0.3 -0.1 -0.497
N 0.23748 2.25908 0.07931 -0.5 0.1 -0.1 -1.283
N -0.99440 2.22925 -0.38676 0.8 -1.1 0.3 0.940
C -1.54362 3.61848 -0.96187 -0.2 1.1 -1.0 0.547
O -1.23746 3.72124 -2.12426 0.3 -0.3 -0.5 -0.574
O -2.12967 4.21734 -0.11043 -0.5 0.3 1.0 -0.628
C -1.73499 1.14130 -0.43220 -0.1 -0.1 0.0 -0.574
C -3.10119 1.24117 -1.00016 0.0 0.1 0.1 0.176
C -3.31543 1.16795 -2.36015 0.2 0.1 -0.1 0.057
C -4.61880 1.25708 -2.81604 0.0 0.0 -0.4 -1.024
N -5.67784 1.38506 -2.03306 -0.2 0.1 0.1 -0.648
C -5.45212 1.47127 -0.72477 0.0 0.0 -0.1 -0.561
C -4.19019 1.41977 -0.16954 0.0 -0.1 0.5 0.018
C -1.22269 -0.07377 0.05887 -0.6 0.6 -0.1 -0.480
N -2.08380 -1.20220 0.00580 1.2 -1.2 -0.1 1.108
C -2.24010 -1.91259 1.26884 -0.7 0.5 0.3 0.656
C -1.74888 -3.32338 1.41414 -0.3 -0.3 -0.1 -1.222
O -2.75238 -1.32001 2.18318 0.4 0.0 -0.2 -0.541
C -2.02506 -2.05425 -1.13596 -0.6 -0.3 -0.1 0.696
C -1.13455 -1.69182 -2.28414 0.1 0.4 0.1 -0.750
O -2.74159 -3.02824 -1.14784 0.3 0.2 0.1 -0.603
H 2.35542 -3.39260 1.72373 -0.1 0.1 0.2 0.346
H 3.19408 -1.85196 2.06234 -0.1 -0.1 0.2 0.337
H 3.55119 -2.76131 0.59399 0.0 0.0 0.0 0.431
H -0.47455 -1.27856 2.92921 0.0 0.1 0.0 0.285
H 0.99500 -0.36537 3.06617 0.3 0.0 -0.1 0.308
H 1.01058 -2.16115 3.02303 0.4 0.0 0.0 0.495
H 2.20854 2.26331 1.54951 0.0 -0.1 0.3 0.579
H 2.44101 0.50603 1.72118 -0.1 0.0 0.2 0.243
H 2.88029 0.70809 -0.95130 -0.2 -0.1 0.1 0.487
H 4.12045 0.91190 0.25007 0.1 0.0 -0.1 0.441
H 2.66302 3.45104 -0.46596 0.0 0.0 0.1 0.502
H 3.59595 2.70321 -1.73996 0.0 0.1 0.0 0.301
H 3.88712 3.97630 1.36707 -0.1 0.2 0.0 0.378
H -2.49373 1.08901 -3.05684 0.0 0.1 -0.1 0.684
H -4.79620 1.22909 -3.88309 -0.1 0.0 -0.1 0.499
H -6.31367 1.58795 -0.08230 -0.1 0.0 0.0 0.427
H -4.06345 1.51471 0.89941 0.0 0.0 0.1 0.472
H -1.47078 -3.46997 2.45465 0.1 0.1 0.0 0.373
H -0.94638 -3.58398 0.73187 0.1 0.1 0.0 0.324
H -2.57908 -3.99520 1.20354 0.0 0.0 0.0 0.340
H -0.97122 -2.57615 -2.88815 -0.1 0.0 -0.1 0.522
H -0.17791 -1.27242 -1.97819 0.1 -0.1 0.1 0.180
H -1.64984 -0.92738 -2.86900 0.0 -0.1 -0.1 -0.146
C 1.46015 -1.77798 6.55869 -0.1 0.1 0.0 -1.429
C 1.23777 -3.18740 6.01933 0.2 0.2 0.0 0.358
C 1.45991 -4.29471 7.05595 -0.1 -0.1 0.0 -0.811
O 2.81450 -4.56945 7.34070 0.0 0.1 0.0 -0.387
C 3.43133 -3.71057 8.28234 0.1 -0.1 0.0 -0.639
N 2.07297 -3.37627 4.82539 -0.1 -0.2 -0.1 -0.464
H 2.52024 -1.54556 6.65778 0.0 0.0 0.0 0.331
H 1.03048 -1.04222 5.87806 0.0 0.0 0.0 0.246
H 0.98754 -1.64783 7.53299 0.0 0.0 0.0 0.365
H 0.19070 -3.25664 5.70719 0.0 -0.1 0.0 0.319
H 1.05569 -5.22547 6.64950 0.0 0.0 0.0 0.357
H 0.90934 -4.08043 7.98111 0.0 0.1 0.0 0.458
H 2.72562 -3.39665 9.05689 0.0 0.0 0.0 0.298
H 3.86227 -2.82654 7.80610 0.0 0.0 0.0 0.228
H 4.23954 -4.26966 8.75117 0.0 0.0 0.0 0.260
H 1.84739 -4.27488 4.40540 0.0 0.0 0.0 0.267
H 3.03440 -3.48777 5.13761 0.0 0.1 0.0 0.272
C -0.51985 2.97340 -8.05721 0.1 0.1 0.0 -1.403
C -1.74164 3.54643 -7.34523 0.0 -0.3 -0.1 0.290
C -1.74796 3.31046 -5.83021 -0.1 0.3 0.1 -0.647
O -2.08543 1.99067 -5.43550 0.1 -0.2 0.0 -0.286
C -1.02487 1.05973 -5.49466 -0.1 0.0 0.0 -0.282
N -2.95078 3.03670 -7.99878 -0.1 0.1 0.2 -0.750
H -0.59317 1.89275 -8.17952 0.0 0.0 0.0 0.289
H -0.43274 3.40404 -9.05406 0.0 0.0 0.0 0.350
H 0.39852 3.19678 -7.51083 0.0 0.0 0.0 0.339
H -1.72402 4.63108 -7.48556 0.0 0.0 0.1 0.427
H -2.51807 3.94539 -5.38738 0.0 0.0 0.0 0.341
H -0.79389 3.60463 -5.37599 0.0 0.0 0.0 0.385
H -0.06607 1.52922 -5.25550 0.0 0.0 0.0 0.349
H -0.95809 0.57716 -6.47305 0.1 0.0 0.0 0.244
H -1.22463 0.27952 -4.75844 0.0 0.0 0.0 -0.137
H -3.76595 3.50205 -7.61041 0.0 0.1 -0.1 0.285
H -3.06439 2.06349 -7.72888 0.0 0.0 -0.1 0.325
```
Positions in Å, forces in eV/Å.

=====

Formula: C29H46AsBrN3O4PbS3Si3
Source: OMol25
Level of theory: the ωB97M-V functional and the def2-TZVPD basis

Results
Gap between HOMO and LUMO in eV: 7.296
Charge: +1
E_tot in eV: -235745.4308
2S+1: 1
Energy relative to the best compared isomer or geometry (same formula, charge and spin) in kJ/mol: 113.7

Structure (XYZ):
```
91
Properties=species:S:1:pos:R:3:forces:R:3:mulliken_charge:R:1
Pb -0.80311 -0.43491 0.12830 0.1 -0.2 0.2 0.692
O 1.63856 -0.16314 1.47168 -0.3 0.1 0.0 -0.328
N 2.37547 -1.04776 2.05904 0.1 -0.1 0.0 0.299
C 3.70012 -1.06428 1.79854 0.2 -0.1 0.0 -0.115
C 4.53627 -1.97544 2.39927 0.0 0.0 0.0 -0.848
C 4.02208 -2.89008 3.30737 0.0 0.0 0.0 -0.491
C 2.66849 -2.85249 3.58008 0.0 0.0 0.0 -0.699
C 1.85064 -1.94169 2.93309 -0.1 -0.1 0.0 0.471
S 0.10688 -1.90392 3.15417 -0.1 0.0 -0.1 0.143
H 4.01754 -0.31507 1.09028 0.0 0.0 0.0 0.270
H 5.58759 -1.95124 2.15621 0.0 0.0 0.0 0.438
H 4.66376 -3.60270 3.80255 0.0 0.0 0.0 0.433
H 2.21318 -3.53178 4.28693 0.0 0.0 0.0 0.575
O -3.60892 3.15911 4.90961 0.0 0.1 0.0 -0.534
C -2.90076 2.41094 4.05474 0.0 0.0 0.0 0.739
C -1.70106 2.82695 3.47522 -0.1 -0.1 0.0 -0.684
C -1.07157 1.97400 2.59772 0.1 0.1 0.0 -0.758
N -1.55038 0.77062 2.27156 0.1 -0.1 -0.1 0.372
C -2.68230 0.39234 2.84657 -0.1 0.0 0.0 -0.015
Br -3.33655 -1.31932 2.36526 0.0 0.0 0.1 0.001
C -3.40416 1.15164 3.73867 0.1 0.0 0.0 -0.690
H -3.18992 4.01788 5.04817 0.0 0.0 0.0 0.316
H -1.27610 3.79663 3.69349 0.0 0.0 0.0 0.333
H -0.14015 2.25335 2.12215 0.0 0.0 0.0 0.347
H -4.33166 0.80437 4.16475 0.0 0.0 0.0 0.522
O 0.26297 -3.35258 0.73573 0.1 -0.1 0.1 -0.662
C -0.18615 -4.00097 1.64387 -0.1 0.1 -0.1 0.757
O -0.23304 -3.52930 2.93299 0.1 0.1 0.1 -0.344
C -0.76006 -5.35670 1.54098 0.0 0.0 0.0 0.452
C -1.77999 -5.76772 2.39513 0.1 -0.1 0.1 -0.404
C -2.36268 -7.01040 2.20889 0.0 0.0 0.0 -0.674
C -1.91341 -7.84129 1.19203 0.0 0.0 0.0 -0.440
C -0.88494 -7.43464 0.35126 0.0 0.0 0.0 -0.676
C -0.31384 -6.18587 0.51476 -0.1 0.0 0.0 -0.237
H -2.10997 -5.11883 3.19481 0.0 0.0 0.0 0.466
H -3.16274 -7.33314 2.85989 0.0 0.0 0.0 0.427
H -2.36607 -8.81305 1.05425 0.0 0.0 0.0 0.411
H -0.53461 -8.08975 -0.43265 0.0 0.0 0.0 0.432
H 0.47250 -5.84296 -0.14296 0.0 0.0 0.0 0.463
C 2.89417 4.47549 -1.17185 -0.1 0.0 0.1 -1.005
Si 1.93235 3.56688 0.14940 0.0 0.0 0.0 0.584
C 0.83117 4.75193 1.11060 0.1 -0.1 -0.1 -1.135
C 3.12542 2.73620 1.33186 -0.1 0.0 -0.1 -0.965
As 0.51220 1.97256 -0.91349 0.1 0.3 -0.1 0.278
Si 1.86838 0.98940 -2.59258 -0.1 0.0 0.0 0.315
C 3.45656 0.44266 -1.75772 -0.1 0.0 -0.1 -0.978
C 2.21683 2.11587 -4.04499 0.0 0.0 0.1 -0.981
C 0.92214 -0.50999 -3.19901 0.1 0.1 0.1 -0.668
Si -1.12605 3.29065 -2.04631 0.0 0.0 0.0 0.562
C -2.32998 3.92307 -0.75979 0.1 -0.1 -0.1 -0.923
C -1.90432 2.14277 -3.30175 0.1 0.0 0.1 -0.700
C -0.37748 4.77074 -2.92024 0.0 -0.1 0.1 -1.289
H 3.55466 5.19848 -0.68911 0.0 0.1 0.0 0.431
H 2.25208 5.01486 -1.86513 0.0 0.0 0.0 0.281
H 3.51990 3.79391 -1.74711 0.0 0.0 0.0 0.206
H 1.21894 5.76652 1.01129 0.0 0.1 0.0 0.423
H 0.83440 4.50515 2.17240 0.0 0.0 0.1 0.344
H -0.19938 4.75646 0.76747 -0.1 0.0 0.0 0.098
H 3.37324 3.43251 2.13439 0.0 0.1 0.0 0.546
H 4.05583 2.46193 0.83611 0.1 0.0 0.0 0.367
H 2.68450 1.84213 1.76911 0.0 0.0 0.0 -0.055
H 3.80398 1.17111 -1.02714 0.0 0.1 0.0 0.100
H 4.24797 0.30375 -2.49528 0.0 0.0 0.0 0.520
H 3.30060 -0.50420 -1.24007 0.0 0.0 0.0 0.226
H 3.02627 2.81499 -3.84335 0.0 0.1 0.0 0.323
H 1.34335 2.68955 -4.34944 -0.1 0.0 0.0 0.232
H 2.51430 1.49705 -4.89350 0.1 0.0 0.0 0.417
H 0.74420 -1.23468 -2.40206 0.0 0.0 0.0 0.066
H 1.48827 -1.01615 -3.98274 0.0 0.0 -0.1 0.536
H -0.04452 -0.22602 -3.61397 -0.1 0.0 0.0 -0.046
H -2.42601 3.25835 0.09553 0.0 -0.1 0.1 0.011
H -3.32444 4.01443 -1.19776 -0.1 0.0 0.0 0.482
H -2.03177 4.91040 -0.40857 0.0 0.1 0.0 0.427
H -2.12583 1.16907 -2.86594 0.0 0.0 0.0 -0.222
H -1.25248 2.01012 -4.16662 0.0 0.0 0.0 0.339
H -2.84640 2.56677 -3.65225 0.0 0.0 0.0 0.521
H -0.10741 5.55331 -2.21108 0.0 0.0 0.0 0.317
H -1.13522 5.18489 -3.58809 -0.1 0.0 0.0 0.418
H 0.49873 4.53712 -3.52120 0.0 0.0 0.0 0.331
C -2.35420 -1.91950 -3.97595 0.0 0.0 0.1 -1.018
S -2.37225 -2.19208 -2.19476 0.0 -0.1 0.0 0.301
C -1.77251 -3.89061 -2.15852 0.0 0.0 -0.1 -0.679
H -1.35614 -2.08120 -4.37967 0.0 0.0 0.0 0.264
H -2.65659 -0.89121 -4.15847 0.0 0.0 0.0 0.295
H -3.06449 -2.58585 -4.46000 0.0 0.0 0.0 0.412
H -2.47535 -4.54680 -2.66891 0.0 0.0 0.0 0.495
H -1.69884 -4.19631 -1.11840 0.0 0.0 0.1 -0.043
H -0.78926 -3.96809 -2.62073 0.0 0.0 0.0 0.286
S -5.32051 1.65151 -0.04381 0.0 0.0 0.0 -0.346
C -3.86193 1.01920 -0.24796 0.0 0.0 0.0 0.261
N -2.77896 0.57412 -0.38725 -0.1 0.2 -0.3 -0.720
```
Positions in Å, forces in eV/Å.